w) # C19H24NO7PS2

The molecule C19H24NO7PS2 (ωB97M-V/def2-TZVPD, the Open Molecules 2025 dataset).

Geometry as ORCA input:
```
! RIJCOSX wB97M-V def2-TZVPD def2/J DEFGRID3
* xyz 0 1
C 3.33 -0.46 1.83
C 4.37 -0.42 0.53
N 3.99 0.69 -0.42
C 4.30 0.37 -1.87
C 2.82 0.39 -2.65
C 4.52 2.04 0.01
S 6.03 2.37 0.71
S 3.39 3.55 -0.29
C 1.68 2.95 0.19
C 0.50 3.88 -0.45
C -0.44 3.05 -1.52
C -1.73 2.28 -0.83
C -3.08 2.55 -1.47
C -4.43 1.77 -0.87
O -5.65 2.30 -0.83
C -4.12 0.22 -0.32
C -5.23 -0.98 -0.43
C -4.78 -2.46 0.14
C -3.30 -2.78 0.81
P -3.02 -4.59 1.43
O -2.47 -5.56 0.28
O -2.03 -4.66 2.90
O -4.63 -5.19 1.90
C -2.18 -1.58 0.91
C -0.66 -1.85 1.55
O 0.40 -1.30 0.63
O 0.40 -2.09 -0.42
C -2.63 -0.09 0.36
C -1.61 1.23 0.45
O -0.81 1.39 1.50
H 2.75 -1.50 1.80
H 2.50 0.38 1.74
H 3.88 -0.44 2.86
H 4.16 -1.44 -0.06
H 5.50 -0.46 0.83
H 4.94 1.21 -2.41
H 4.77 -0.71 -2.03
H 2.79 -0.37 -3.54
H 1.93 0.21 -1.87
H 2.59 1.46 -3.12
H 1.57 1.80 -0.11
H 1.64 2.95 1.38
H 1.04 4.73 -1.09
H -0.11 4.34 0.45
H -0.83 3.85 -2.31
H 0.21 2.21 -2.06
H -3.18 3.30 -2.39
H -6.28 -0.83 -0.90
H -5.57 -3.33 0.05
H -1.87 -3.71 3.25
H -4.82 -4.81 2.83
H -0.43 -3.01 1.62
H -0.65 -1.31 2.59
H 0.49 -1.56 -1.27
*
```

## Properties
LUMO	-2.22	eV

x) # C19H24NO7PS2

A cluster of 2 separate species, C19H24NO7PS2 in total (ωB97M-V/def2-TZVPD, the Open Molecules 2025 dataset).

Geometry as ORCA input:
```
! RIJCOSX wB97M-V def2-TZVPD def2/J DEFGRID3
* xyz 0 1
C 4.29 0.38 1.31
C 4.44 1.25 -0.07
P 5.44 0.40 -1.46
C 6.29 -1.14 -0.62
C 4.34 -0.33 -2.84
C 3.04 0.12 -3.42
S 2.07 1.64 -2.94
C 0.80 1.29 -1.60
C -0.56 0.59 -2.27
O -0.67 0.57 -3.61
O -1.56 0.02 -1.36
C -2.76 0.91 -1.44
C -3.89 0.22 -0.43
C -3.97 1.25 0.89
O -5.22 0.09 -1.04
C -5.30 -1.03 -1.99
O -5.99 -0.81 -3.14
C -4.70 -2.54 -1.77
S -6.07 -3.84 -1.84
C 2.74 -1.04 -4.54
O 1.53 -1.08 -5.12
O 3.92 -1.93 -4.81
C 4.80 -1.69 -3.64
O 5.80 -2.55 -3.47
H 5.13 0.67 2.09
H 3.27 0.75 1.82
H 4.16 -0.77 1.16
H 3.37 1.62 -0.37
H 5.05 2.24 0.22
H 6.78 -0.82 0.41
H 5.38 -1.88 -0.38
H 7.06 -1.66 -1.34
H 0.41 2.31 -1.13
H 1.22 0.67 -0.68
H -3.09 0.95 -2.56
H -2.51 2.03 -1.13
H -3.44 -0.78 -0.01
H -3.01 1.92 1.00
H -4.06 0.52 1.83
H -4.97 1.86 0.75
H -4.13 -2.71 -0.76
H -3.89 -2.71 -2.63
H -5.39 -5.10 -1.88
N -1.79 1.33 3.46
C -2.26 2.05 4.50
C -2.01 1.74 5.82
C -1.23 0.62 6.10
C -0.74 -0.14 5.05
C -1.04 0.25 3.76
H -2.86 2.91 4.23
H -2.41 2.36 6.62
H -1.02 0.34 7.13
H -0.13 -1.02 5.23
H -0.67 -0.31 2.90
*
```

## Properties
LUMO	-1.75	eV

Stability comparison, relative energies in kcal/mol: w) 168.1; x) 0.0

w) # H4S2

A cluster of 2 separate species, H4S2 in total (ωB97M-V/def2-TZVPD, the Open Molecules 2025 dataset).

Geometry as ORCA input:
```
! RIJCOSX wB97M-V def2-TZVPD def2/J DEFGRID3
* xyz 0 1
S 1.96 0.76 1.06
H 0.67 0.57 1.54
H 1.71 0.83 -0.24
S -1.11 -1.12 -0.52
H -2.48 -0.92 -0.60
H -0.74 -0.14 -1.25
*
```

## Properties
LUMO	0.71	eV

x) # H4S2

A cluster of 2 separate species, H4S2 in total (ωB97M-V/def2-TZVPD, the Open Molecules 2025 dataset).

Geometry as ORCA input:
```
! RIJCOSX wB97M-V def2-TZVPD def2/J DEFGRID3
* xyz 0 1
S 0.91 4.11 0.72
H 0.36 4.55 1.86
H 0.14 3.01 0.71
S -0.12 -3.53 -1.46
H -1.23 -3.32 -0.73
H -0.07 -4.82 -1.10
*
```

## Properties
LUMO	0.80	eV

Stability comparison, relative energies in kcal/mol: w) 3.4; x) 0.0

w) # CH3N3O

A structure of composition CH3N3O (ωB97M-V/def2-TZVPD, the Open Molecules 2025 dataset).

Geometry as ORCA input:
```
! RIJCOSX wB97M-V def2-TZVPD def2/J DEFGRID3
* xyz 0 1
C -1.27 0.03 -1.08
N -0.93 0.22 -2.15
N 1.16 0.20 0.45
N -0.06 0.33 1.04
O -1.49 -0.22 0.13
H 1.55 -0.73 0.44
H 1.29 0.73 -0.38
H -0.25 -0.56 1.55
*
```

## Properties
LUMO (spin up / spin down)	-0.44 / -0.44	eV

x) # CH3N3O

A cluster of 2 separate species, CH3N3O in total (ωB97M-V/def2-TZVPD, the Open Molecules 2025 dataset).

Geometry as ORCA input:
```
! RIJCOSX wB97M-V def2-TZVPD def2/J DEFGRID3
* xyz 0 1
C 2.50 0.53 0.32
N -0.85 -0.08 -0.08
N 1.72 0.69 1.22
N -0.30 0.90 -0.54
O 3.50 0.47 -0.27
H -1.21 -0.70 -0.90
H 0.67 0.87 1.05
H -0.22 1.11 -1.60
*
```

## Properties
LUMO	0.10	eV

y) # CH3N3O

A cluster of 2 separate species, CH3N3O in total (ωB97M-V/def2-TZVPD, the Open Molecules 2025 dataset).

Geometry as ORCA input:
```
! RIJCOSX wB97M-V def2-TZVPD def2/J DEFGRID3
* xyz 0 1
C -1.00 -1.10 2.83
N 0.73 0.54 -0.59
N -0.09 0.93 0.08
N -1.30 -0.75 1.74
O -0.98 -1.74 3.83
H 1.33 1.05 -1.28
H 1.01 -0.58 -0.61
H -1.02 0.00 1.11
*
```

## Properties
LUMO	0.37	eV

Stability comparison, relative energies in kcal/mol: w) 26.5; x) 0.0; y) 14.3

w) # C3H5N2

A cluster of 2 separate species, C3H5N2 in total (ωB97M-V/def2-TZVPD, the Open Molecules 2025 dataset).

Geometry as ORCA input:
```
! RIJCOSX wB97M-V def2-TZVPD def2/J DEFGRID3
* xyz 1 1
C -3.43 -0.50 0.40
C -3.07 0.32 -0.37
C 0.65 0.12 -0.38
N 1.59 -0.46 0.32
N -0.13 1.08 -0.13
H -3.90 -1.29 1.02
H 0.37 -0.51 -1.29
H 2.13 -1.37 0.23
H 1.96 0.00 1.10
H 0.19 1.88 0.29
*
```

## Properties
LUMO (spin up / spin down)	-8.72 / -6.09	eV

x) # C3H5N2

The ion C3H5N2 with charge +1 (ωB97M-V/def2-TZVPD, the Open Molecules 2025 dataset).

Geometry as ORCA input:
```
! RIJCOSX wB97M-V def2-TZVPD def2/J DEFGRID3
* xyz 1 1
C 1.54 -0.99 0.96
C 0.53 0.11 0.97
C 0.64 -1.02 -1.08
N 1.61 -1.37 -0.35
N -0.28 0.05 -0.31
H -0.17 0.13 1.78
H 1.13 1.14 1.23
H 0.25 -1.52 -1.98
H -1.26 -0.31 0.08
H -0.51 0.78 -1.03
*
```

## Properties
LUMO (spin up / spin down)	-6.54 / -6.56	eV

y) # C3H5N2

The ion C3H5N2 with charge +1 (ωB97M-V/def2-TZVPD, the Open Molecules 2025 dataset).

Geometry as ORCA input:
```
! RIJCOSX wB97M-V def2-TZVPD def2/J DEFGRID3
* xyz 1 1
C -1.15 -0.37 0.23
C -0.39 0.60 0.96
N 0.83 0.66 0.35
C 0.93 -0.20 -0.66
N -0.32 -0.71 -0.81
H -2.07 -0.86 0.52
H -0.54 1.29 1.81
H 1.57 1.32 0.67
H 1.68 -0.24 -1.43
H -0.58 -1.38 -1.54
*
```

## Properties
LUMO	-3.80	eV

Stability comparison, relative energies in kcal/mol: w) 205.2; x) 133.8; y) 0.0